# C56H100BN2O12RbS4

A structure of composition C56H100BN2O12RbS4 (ωB97M-V/def2-TZVPD, the Open Molecules 2025 dataset).

Structure (XYZ):
```
176
Properties=species:S:1:pos:R:3:forces:R:3:lowdin_charge:R:1
Rb 1.12297 -2.73509 3.05972 -0.5455 -0.9134 -0.4354 0.748
C 1.48513 -1.76225 -2.45900 0.1253 0.0207 -0.5766 -0.041
C 1.71639 -1.10354 -1.10286 -2.4374 2.4250 0.3036 -0.445
C 1.81969 0.46647 -1.23450 0.0584 -0.4304 -1.6236 -0.155
C 0.55673 1.23534 -1.56833 -0.6558 0.1025 0.6487 -0.199
C -0.52727 1.00256 -0.49647 0.7086 -0.5045 -1.2001 -0.154
C -0.78029 -0.51929 -0.20159 0.4378 1.3280 -2.3996 -0.444
N 0.51748 -1.21000 -0.15307 1.4349 -1.7497 1.8756 -0.176
O 0.34834 -2.58709 0.22205 -0.2639 1.2956 -0.1878 -0.350
C -1.75026 -1.06580 -1.36183 -0.4214 -0.5318 1.2234 -0.026
C -1.57747 -0.45088 1.13362 1.2845 -0.9629 -0.5210 -0.053
C 3.11489 -1.55229 -0.62639 -1.6579 -0.9248 0.1198 -0.016
H 0.84917 -1.13957 -3.08822 -0.2085 -0.0389 -0.1739 0.062
H 1.11208 -2.78620 -2.48046 -0.5405 0.1270 0.7940 0.078
H 2.44341 -1.89152 -2.96207 0.3495 0.4730 -0.2998 0.045
H 2.41981 0.69545 -2.11514 0.9010 -0.1078 0.0559 0.070
H 2.27132 0.93365 -0.35936 0.1608 -0.3180 0.2147 0.102
H 0.22163 1.12922 -2.60009 -0.3061 -0.9343 -0.1198 0.097
H 0.82846 2.28926 -1.62749 0.1444 0.4407 0.5308 0.065
H -1.45355 1.46978 -0.83083 -0.3181 0.1333 0.2301 0.098
H -0.15818 1.48461 0.40879 -0.1223 0.0330 0.2360 0.089
H -1.72435 -2.14325 -1.52471 1.1783 -0.1509 0.0452 0.065
H -1.70238 -0.57935 -2.33609 0.3877 0.2803 0.0257 0.062
H -2.78937 -1.04541 -1.03332 -0.3568 0.8359 0.0236 0.033
H -1.68147 -1.48298 1.46836 -0.3665 0.1206 0.2066 0.060
H -2.49644 0.10642 0.95197 -0.2699 -0.3373 0.0091 0.082
H -1.03756 0.09707 1.90586 0.3313 -0.0331 -0.0149 0.069
H 3.23049 -2.60162 -0.89775 -0.0866 -0.2618 0.5822 0.072
H 3.18089 -1.41902 0.45342 0.5718 0.1349 -0.1269 0.072
H 3.82952 -1.05432 -1.28171 0.2607 0.5496 0.4810 0.066
C -2.86519 -2.64715 6.73564 -0.1296 0.8500 -0.3437 -0.049
C -1.45536 -2.19926 6.04241 -1.4158 -1.1687 1.2859 -0.461
C -0.84408 -1.08654 6.94265 -0.3768 1.4144 -0.9366 -0.175
C -0.25995 -1.47210 8.25438 -0.2272 -2.3812 1.3084 -0.194
C 0.60844 -2.76182 8.11275 -0.2908 2.5974 1.8908 -0.178
C 0.03967 -3.88070 7.37404 -0.4129 -1.5851 -2.7245 -0.506
N -0.55454 -3.33854 6.03015 0.4989 -1.3082 -1.7009 -0.156
O -1.11503 -4.32872 5.00160 1.1114 1.4073 2.6836 -0.343
C -0.88563 -4.81047 8.18534 -1.0714 0.5234 -0.2111 -0.054
C 1.24846 -4.79391 7.04240 -0.2380 0.4433 -0.8090 -0.052
C -1.74441 -1.60083 4.59492 0.3202 -0.3287 0.5409 -0.067
H -3.11895 -3.70172 6.62801 0.5422 -0.0008 -0.2143 0.058
H -3.74971 -2.10277 6.40490 -0.0650 0.2491 -0.9720 0.043
H -2.97495 -2.35815 7.78088 0.8416 -0.2952 0.5252 0.042
H -1.67162 -0.41180 7.16177 -0.1169 0.4436 -0.1861 0.105
H -0.09564 -0.49322 6.41738 0.0368 -0.1069 -0.5832 0.107
H -1.10820 -1.61444 8.92394 -0.1434 -0.5775 0.2999 0.090
H 0.35543 -0.78991 8.84092 0.0600 0.7764 -0.7029 0.098
H 0.85682 -3.14616 9.10203 0.1037 0.1122 0.3674 0.112
H 1.53978 -2.34614 7.72815 0.2218 -0.5886 -0.6077 0.114
H -1.28721 -5.62545 7.58314 0.2318 0.1558 -0.5188 0.074
H -1.77491 -4.26541 8.50186 0.0156 0.0428 0.4284 0.054
H -0.41435 -5.30761 9.03319 0.3121 0.3475 0.2073 0.068
H 0.81015 -5.65155 6.53207 0.6728 -0.0698 -0.3172 0.084
H 1.88700 -5.07403 7.88019 -0.6881 -0.3046 0.7437 0.069
H 1.99378 -4.24171 6.46997 -0.3849 -0.0734 -0.8554 0.074
H -2.61160 -0.94174 4.55388 0.1383 0.6412 0.7578 0.066
H -2.01550 -2.23713 3.75247 0.4408 -1.0406 0.6306 0.053
H -0.85135 -1.06776 4.26872 -0.0220 0.3541 0.0325 0.027
B 1.19371 -5.55743 1.75270 -0.0122 -0.1981 0.0845 -0.524
H 1.11284 -6.36195 1.03825 -0.1368 -3.4279 -2.8312 -0.098
H 1.41216 -5.93210 2.74070 0.8003 -1.5837 4.1525 -0.097
H 1.99143 -4.90071 1.44191 3.3763 2.8196 -1.3456 -0.123
H 0.25225 -5.03153 1.71626 -3.6679 2.1727 0.0786 -0.112
C 3.97038 -4.45267 -3.34420 1.4681 -0.5446 0.4296 -0.255
S 3.65283 -5.87319 -2.19445 -3.8459 0.0247 -2.2499 0.875
O 2.16780 -6.13069 -2.55592 2.5674 -0.1613 0.9909 -0.570
C 4.63248 -7.11663 -3.15252 -0.7589 1.3711 0.3882 -0.274
H 4.51462 -4.80392 -4.22086 -0.3630 -0.2027 -0.2644 0.027
H 4.71609 -3.84739 -2.82879 -0.3687 0.6420 0.0636 0.034
H 3.04342 -3.95116 -3.62227 0.1117 -0.1793 0.4747 0.040
H 4.62798 -7.99726 -2.51021 0.6373 0.0201 -0.3429 0.039
H 5.52214 -6.50924 -3.31892 0.7080 -0.9347 0.2586 0.025
H 4.15517 -7.26520 -4.12114 -0.2241 -0.1233 0.1918 0.047
C 4.12489 0.73051 -4.39994 -0.2506 1.9383 -1.2152 -0.210
S 4.19119 2.51838 -3.85752 1.1715 -0.4885 1.2321 0.796
O 5.66786 2.79040 -3.66053 -0.9250 -0.0133 -0.2881 -0.593
C 3.66529 3.36194 -5.33544 -0.8806 -0.7605 -1.6415 -0.288
H 3.11641 0.57721 -4.78408 -0.1374 -0.4622 0.4880 0.036
H 4.48607 0.05054 -3.62839 -0.2771 0.3302 -0.0217 0.050
H 4.75048 0.77531 -5.29142 0.3703 -0.4367 0.1365 0.045
H 2.63042 3.10759 -5.56445 -0.4360 -0.0685 0.6201 0.018
H 4.10215 2.96435 -6.25151 0.8114 0.1228 0.1123 0.054
H 3.69276 4.45159 -5.33608 0.4758 -0.1698 0.6004 0.057
C -3.00219 -5.13283 -4.74132 -0.2649 -0.5514 -0.2054 -0.293
S -2.20678 -3.53008 -4.62608 0.6806 -0.9971 2.5776 0.828
O -1.13252 -3.82617 -3.59985 -0.5337 0.8789 -1.3203 -0.540
C -3.57556 -2.67579 -3.74508 0.2339 -0.0243 -0.6282 -0.256
H -2.35476 -5.85269 -5.24206 0.0165 0.4384 -0.7110 0.045
H -3.97046 -4.98365 -5.21912 -0.0085 -0.4425 -0.1440 0.036
H -3.08180 -5.63588 -3.77762 -0.2992 0.7562 0.4586 0.064
H -3.31907 -1.61793 -3.80203 -0.2225 -0.0461 0.0345 0.018
H -3.74851 -2.94600 -2.70337 0.5243 -0.3037 -0.1451 0.042
H -4.48511 -2.89917 -4.30269 -0.0894 0.2841 -0.1416 0.044
C -0.01354 0.14226 -6.45923 0.3076 -0.4312 -0.4762 -0.240
S 0.59856 1.66343 -7.28050 1.4235 -0.2021 -0.8524 0.814
O 1.88685 1.40388 -8.10807 -2.1376 -0.0051 1.3766 -0.598
C -0.75509 1.84000 -8.49248 0.4837 -0.0628 0.2055 -0.258
H 0.67947 -0.30660 -5.74763 0.4485 0.5683 -0.0080 0.041
H -0.15188 -0.62981 -7.21610 -0.3044 0.0839 -0.1234 0.055
H -0.92488 0.34737 -5.89753 -0.1602 0.2839 -0.3121 0.038
H -0.55693 2.73692 -9.07930 0.0698 0.1099 0.2699 0.043
H -1.68406 1.93887 -7.93092 -0.0610 -0.1247 -0.1054 0.037
H -0.73258 1.00592 -9.19384 -0.1297 -0.2152 0.2657 0.053
C 5.03628 5.38481 2.05551 -0.6951 -1.8611 -2.5070 -0.094
C 4.84582 4.40135 1.00778 -0.3897 1.0306 0.5089 -0.067
C 3.54758 3.98709 0.59934 1.4951 1.2538 1.8981 -0.048
C 2.46082 4.54202 1.32743 0.6410 -2.3167 -2.5303 -0.092
C 2.65255 5.47639 2.27641 -1.3326 0.4003 1.0990 -0.121
C 3.90524 5.88896 2.62630 1.2908 1.3000 0.8452 -0.134
H 6.02220 5.78008 2.25076 0.0339 -0.1337 0.1849 0.095
H 5.75674 4.11040 0.50580 -0.1295 -0.4909 -0.2578 0.094
H 3.39448 3.25276 -0.17765 0.0291 0.0027 -0.0845 0.090
H 1.51815 4.11403 1.01988 -0.5130 0.4538 0.4096 0.089
H 1.79502 5.85360 2.81376 -0.1252 0.2063 -0.0064 0.106
H 4.06542 6.70401 3.31654 -0.3819 0.0452 0.3820 0.098
C -0.29773 4.96302 -2.75537 1.5545 0.3360 -0.6759 -0.113
C 0.27808 6.20963 -2.58634 -0.2782 -0.6335 0.9108 -0.105
C -0.16407 7.27078 -3.32047 0.5085 0.8074 0.8866 -0.111
C -1.09215 7.09845 -4.31549 -0.9011 0.3075 -0.6724 -0.109
C -1.56306 5.83854 -4.63568 0.1715 -0.9641 1.2752 -0.073
C -1.19063 4.77734 -3.78229 -0.0234 -0.3893 -0.9904 -0.072
H 0.26747 4.15959 -2.30655 -0.7745 -0.5036 0.3883 0.086
H 0.98377 6.32050 -1.77634 0.2762 0.2346 -0.0866 0.109
H 0.23996 8.21670 -2.99121 -0.2194 0.4646 -0.5395 0.101
H -1.55216 7.94556 -4.80252 0.3544 0.2267 -0.3084 0.096
H -2.20542 5.65420 -5.48408 -0.1575 0.0805 0.0424 0.098
H -1.45035 3.74670 -3.97391 -0.4645 -0.0398 -0.3503 0.093
C -1.33869 4.06505 1.88264 0.5348 -0.2127 -2.7822 -0.075
C -1.35426 4.50668 0.51652 -0.3855 -0.3754 2.5633 -0.079
C -1.78825 5.78416 0.31202 0.2017 0.5085 -0.1868 -0.115
C -2.06264 6.65258 1.37607 -1.4184 -0.2258 1.3862 -0.080
C -2.17582 6.19313 2.73627 2.1541 -0.0113 -2.7085 -0.070
C -1.66749 4.90579 2.92030 -0.5974 -0.6008 0.7469 -0.120
H -1.06726 3.02520 1.98954 0.1945 -0.0363 0.6879 0.092
H -1.04916 3.92142 -0.33833 -0.1271 -0.4705 0.2481 0.076
H -1.87667 6.00516 -0.74142 0.0108 1.0478 0.0352 0.086
H -2.32372 7.68085 1.17387 -0.1199 0.1150 -0.1661 0.083
H -2.35918 6.85819 3.56722 -0.2118 0.0301 -0.0864 0.089
H -1.54842 4.46354 3.89838 -0.2710 0.1748 0.3344 0.099
O 3.57613 -1.18006 3.03402 0.1614 4.1738 1.9176 0.001
C 3.87417 -0.00681 3.32409 0.7469 -1.5966 -0.8067 -0.366
O 3.47526 0.79831 4.38772 -3.1414 -2.8883 0.1885 -0.002
C 3.93131 2.12949 4.35675 1.6313 -1.2403 -0.6520 -0.148
C 5.27697 1.80804 3.71203 1.2685 2.9863 -0.4709 -0.175
C 4.99220 0.78960 2.63924 -0.7931 -0.5298 0.6064 -0.061
H 3.99023 2.54283 5.36362 -0.0047 -0.3491 0.0269 0.129
H 3.32792 2.80279 3.74791 -0.2322 -0.2294 -0.2178 0.117
H 6.05985 1.52089 4.41398 -0.3457 -0.3363 0.2135 0.119
H 5.58810 2.77748 3.32281 0.6276 -0.0808 -0.4713 0.088
H 5.77253 0.05905 2.42600 0.0792 0.3690 -0.2027 0.131
H 4.60576 1.26287 1.73659 0.0891 -0.1453 -0.1596 0.118
O -2.99590 1.90166 -5.48198 -1.0644 0.6981 -0.2016 0.060
C -3.92815 1.83116 -4.69276 2.4786 1.0568 -1.3822 -0.516
O -4.04367 0.74019 -4.01402 -0.7230 -1.6995 0.3120 0.041
C -4.88003 0.88344 -2.88112 0.6843 -0.2773 1.5034 -0.145
C -5.36885 2.33646 -2.87457 -0.5169 -0.7181 -1.1929 -0.116
C -4.88113 2.92278 -4.24332 0.4431 -1.3920 1.6383 -0.041
H -4.20056 0.70433 -2.04785 -0.0980 0.0048 0.2240 0.115
H -5.60374 0.07377 -2.78746 -0.2143 0.1980 -0.5551 0.120
H -4.89565 2.83810 -2.03046 -0.6617 0.2516 -0.0643 0.116
H -6.45703 2.28739 -2.91386 0.0408 0.5928 0.8002 0.108
H -4.27978 3.78712 -3.96157 -0.3912 0.4367 -1.1019 0.112
H -5.69418 2.96398 -4.96812 0.2448 0.7995 0.0346 0.125
O -5.22990 -2.01151 -1.19729 -1.3513 -1.2194 0.9246 0.051
C -5.27327 -2.66992 -0.16055 4.2087 2.6950 -0.7905 -0.458
O -6.29845 -3.13341 0.46448 -3.5310 -0.5752 -2.2608 0.049
C -5.93727 -3.94478 1.55925 -1.5824 0.7591 0.8689 -0.147
C -4.76246 -3.17841 2.00807 2.2460 -2.1558 3.9586 -0.190
C -4.05114 -2.82599 0.79077 0.1242 0.3909 -2.3397 -0.059
H -5.88317 -4.99295 1.26510 0.6548 0.0800 -0.0978 0.138
H -6.78172 -3.84448 2.24112 0.0571 -0.2410 0.1699 0.128
H -4.14688 -3.84936 2.60723 0.3368 -0.1351 0.1686 0.137
H -4.96315 -2.42030 2.76509 -0.4908 0.5276 -0.6217 0.133
H -3.37788 -3.61158 0.44775 -0.1305 -0.4182 -0.0731 0.157
H -3.37275 -1.97313 0.76834 -0.7191 0.1341 0.1505 0.081
```
Forces are in eV/Å.

Strongest force on any atom in eV Å⁻¹: 5.06
HOMO in eV: -0.056
Multiplicity: 1
Net charge: -2
DFT total energy in hartree: -4847.29889